No. 1
{
  "formula": "C3H6N3O2S",
  "method": "ωB97M-V/def2-TZVPD",
  "gap_ha": 0.3868,
  "total_charge": 1,
  "multiplicity": 1,
  "smiles": "NS(=O)(=O)[n+]1cc[nH]c1",
  "lumo_energy_ev": -3.9,
  "symbols": ["N", "S", "O", "O", "N", "C", "C", "N", "C", "H", "H", "H", "H", "H", "H"],
  "xyz": [[1.63863, 1.38071, -1.33469], [0.31249, 1.64573, -0.52048], [0.51637, 2.35411, 0.73414], [-0.75223, 1.84017, -1.43454], [-0.01417, 0.02690, 0.11875], [-0.00454, -0.30586, 1.43692], [-0.68122, -1.52429, 1.58216], [-1.26278, -1.77820, 0.41139], [-0.85047, -0.90300, -0.50019], [1.57563, 0.94812, -2.30388], [2.51002, 1.68202, -1.24567], [0.47016, 0.22571, 2.23690], [-0.86294, -2.18079, 2.41914], [-1.68094, -2.60570, -0.01640], [-0.91400, -0.80562, -1.58357]],
  "forces_ev_per_a": [[-3.652, -2.647, -3.338], [0.275, 0.943, 2.307], [0.001, -1.020, -2.846], [0.104, -0.060, 0.265], [-2.712, -1.784, -0.274], [-0.252, -2.342, 1.302], [0.747, 1.723, 1.703], [0.282, -0.322, -4.159], [2.101, 2.624, -0.037], [-0.642, 0.852, 1.725], [4.391, 2.081, 1.800], [0.235, 0.378, -0.177], [0.161, 0.370, 0.152], [-0.203, -0.119, 1.155], [-0.837, -0.677, 0.423]]
}

---

No. 2
{
  "formula": "C3H6N3O2Si",
  "method": "ωB97M-V/def2-TZVPD",
  "gap_ha": 0.2967,
  "total_charge": 1,
  "multiplicity": 1,
  "smiles": "O=C/N=[N+]1\\C[SiH2]N=C1O",
  "lumo_energy_ev": -6.9,
  "symbols": ["O", "C", "N", "N", "C", "Si", "N", "C", "O", "H", "H", "H", "H", "H", "H"],
  "xyz": [[-3.16622, 0.94134, 0.45313], [-2.68885, 0.04640, -0.12700], [-1.51536, -0.57517, -0.08131], [-0.32747, -0.25801, -0.13600], [0.13417, 1.04666, -0.24223], [2.08477, 0.95039, 0.41483], [1.87565, -0.84347, 0.34974], [0.74719, -1.29267, 0.04644], [0.31300, -2.50143, -0.12451], [-3.31447, -0.54737, -1.04076], [0.21716, 1.54637, -1.22781], [-0.70080, 1.73715, 0.19277], [3.16662, 1.44546, -0.42211], [2.14175, 1.40580, 1.84301], [1.03285, -3.10145, 0.10183]],
  "forces_ev_per_a": [[-0.035, 1.302, 1.827], [-3.805, -0.770, -5.123], [3.446, -3.009, 1.569], [-1.969, -0.739, -0.882], [0.343, 4.715, 0.777], [-2.110, -1.355, 1.060], [0.037, 0.412, -0.325], [1.369, 1.123, 0.392], [-0.623, -0.006, 0.004], [1.430, 1.246, 2.074], [-0.013, -1.238, -0.268], [1.829, -1.153, -0.137], [-0.144, 0.041, -0.319], [0.025, -0.156, -0.658], [0.220, -0.411, 0.010]]
}

---

No. 3
{
  "formula": "C3H6N3P",
  "method": "ωB97M-V/def2-TZVPD",
  "gap_ha": 0.3009,
  "multiplicity": 1,
  "lumo_energy_ev": 0.5,
  "symbols": ["C", "C", "C", "N", "N", "N", "P", "H", "H", "H", "H", "H", "H"],
  "xyz": [[-1.79834, -1.09496, -0.61633], [2.51655, 0.08693, -0.14053], [-0.14557, 0.91221, 0.23555], [-1.90527, -1.06335, 0.63594], [2.59367, -1.03900, -0.27638], [0.62109, 2.03384, 0.30063], [-0.76174, 0.31875, -1.23124], [-2.28439, -1.84555, -1.21263], [0.70692, 2.44710, -0.65533], [-0.39383, 0.45531, 1.12171], [-2.36715, -1.90821, 0.97925], [2.84694, -1.96003, -0.14945], [0.37112, 2.65697, 1.00882]],
  "forces_ev_per_a": [[1.061, 1.563, 0.565], [0.380, 3.189, 0.014], [-0.286, 0.853, -2.142], [-0.684, -1.556, 1.376], [0.107, -1.847, -0.196], [-0.170, -0.501, -2.748], [0.032, 0.025, -1.043], [0.053, -0.314, -0.689], [0.190, -0.009, 1.489], [-0.507, -0.870, 2.038], [-0.349, 0.157, 0.092], [0.288, -1.830, 0.023], [-0.113, 1.139, 1.222]]
}

---

Respective HOMO values: -14.40, -14.98, -7.64 eV.
Respective relative energy (zero: lowest compared OMol25 entry of this formula, charge and spin) values: 37.7, 335.6, 370.3 kJ/mol.